{
  "formula": "C2H10O2S",
  "method": "ωB97M-V with the def2-TZVPD basis set",
  "orbital_gap_ev": 9.703,
  "total_energy_ha": -630.84371,
  "max_force_ev_per_a": 1.17,
  "e_lumo_ev": 0.86,
  "multiplicity": 1,
  "smiles": "CCS.O.O",
  "symbols": ["C", "C", "S", "H", "H", "H", "H", "H", "H", "O", "H", "H", "O", "H", "H"],
  "xyz": [[1.830, 0.500, 0.675], [1.320, -0.560, 1.620], [-0.214, -1.377, 1.068], [1.071, 1.208, 0.339], [2.313, 0.087, -0.222], [2.550, 1.187, 1.133], [2.067, -1.351, 1.726], [1.068, -0.137, 2.597], [0.255, -2.007, -0.013], [1.465, 3.634, -2.633], [0.852, 3.409, -3.356], [1.545, 4.603, -2.693], [-3.809, -1.226, -1.031], [-3.879, -0.971, -0.099], [-4.601, -1.753, -1.177]]
}



{
  "formula": "C2H10O2S",
  "method": "ωB97M-V with the def2-TZVPD basis set",
  "orbital_gap_ev": 9.666,
  "total_energy_ha": -630.81756,
  "max_force_ev_per_a": 4.50,
  "e_lumo_ev": 0.59,
  "multiplicity": 1,
  "smiles": "CCS.O.O",
  "symbols": ["C", "C", "S", "H", "H", "H", "H", "H", "H", "O", "H", "H", "O", "H", "H"],
  "xyz": [[2.022, 0.268, 0.344], [0.782, -0.509, -0.226], [0.314, -1.839, 1.075], [3.057, -0.247, 0.211], [2.094, 0.560, 1.508], [2.190, 1.278, -0.108], [-0.146, 0.025, -0.243], [1.003, -0.902, -1.163], [0.907, -2.849, 0.435], [-1.974, 1.536, 1.002], [-2.690, 0.950, 1.112], [-1.606, 1.530, 1.818], [-2.292, -0.133, -2.013], [-1.475, -0.115, -2.486], [-2.187, 0.448, -1.265]]
}



{
  "formula": "C2H10O2S",
  "method": "ωB97M-V with the def2-TZVPD basis set",
  "orbital_gap_ev": [10.712, 5.380],
  "total_charge": 1,
  "total_energy_ha": -630.49512,
  "max_force_ev_per_a": 2.40,
  "e_lumo_ev": [-4.04, -9.37],
  "multiplicity": 2,
  "symbols": ["C", "C", "S", "H", "H", "H", "H", "H", "H", "H", "H", "O", "H", "H", "O"],
  "xyz": [[-0.441, 1.672, -0.625], [-1.377, 0.424, -0.335], [-1.774, 0.176, 1.413], [0.511, 1.588, -0.195], [-0.857, 2.682, -0.461], [-0.231, 1.754, -1.693], [-2.315, 0.381, -0.906], [-0.774, -0.466, -0.810], [-0.564, 0.190, 2.140], [-0.306, -2.147, 0.350], [0.457, -2.143, -0.941], [0.561, -2.387, 0.017], [3.095, -0.384, 0.904], [1.800, -1.115, 0.572], [2.217, -0.225, 0.569]]
}



{
  "formula": "C2H10O4",
  "method": "ωB97M-V with the def2-TZVPD basis set",
  "orbital_gap_ev": 10.904,
  "total_energy_ha": -383.11056,
  "max_force_ev_per_a": 5.14,
  "e_lumo_ev": 0.58,
  "multiplicity": 1,
  "smiles": "CC=O.O.O.O",
  "symbols": ["C", "C", "O", "H", "H", "H", "H", "O", "H", "H", "O", "H", "H", "O", "H", "H"],
  "xyz": [[-1.161, -0.745, 1.905], [-1.716, -1.004, 0.596], [-0.941, -1.108, -0.383], [-1.136, 0.373, 1.953], [-0.159, -0.952, 2.161], [-1.772, -0.950, 2.817], [-2.709, -1.484, 0.560], [1.680, -1.421, -0.828], [0.820, -1.088, -0.808], [1.654, -2.379, -0.757], [2.095, 1.402, -1.695], [2.596, 1.507, -0.901], [2.478, 0.729, -2.239], [-1.033, 2.347, -0.705], [-0.213, 2.203, -0.166], [-0.483, 2.569, -1.509]]
}



{
  "formula": "C2H11F2HfO4Pb",
  "method": "ωB97M-V with the def2-TZVPD basis set",
  "orbital_gap_ev": [3.308, 3.972],
  "total_charge": 2,
  "total_energy_ha": -823.66953,
  "max_force_ev_per_a": 5.66,
  "e_lumo_ev": [-10.60, -10.57],
  "multiplicity": 2,
  "symbols": ["Pb", "Hf", "F", "F", "C", "C", "O", "H", "H", "H", "H", "H", "O", "H", "H", "O", "H", "H", "O", "H", "H"],
  "xyz": [[6.327, 10.037, -31.398], [9.469, 7.893, -34.369], [7.527, 8.666, -33.219], [10.377, 9.255, -32.551], [6.448, 5.226, -33.540], [7.463, 4.859, -34.628], [8.573, 5.669, -34.750], [6.840, 5.024, -32.543], [5.604, 4.542, -33.628], [6.151, 6.275, -33.541], [6.725, 4.925, -35.427], [7.845, 3.856, -34.435], [9.541, 6.684, -32.246], [9.902, 5.806, -32.127], [9.096, 6.875, -31.421], [4.735, 8.514, -32.597], [3.874, 8.511, -33.014], [4.857, 7.615, -32.292], [7.716, 8.363, -36.063], [7.492, 9.292, -36.119], [6.920, 7.908, -36.336]]
}



{
  "formula": "C2H11N2O",
  "method": "ωB97M-V with the def2-TZVPD basis set",
  "orbital_gap_ev": 11.268,
  "total_charge": 1,
  "total_energy_ha": -267.29508,
  "max_force_ev_per_a": 2.46,
  "e_lumo_ev": -3.19,
  "multiplicity": 1,
  "symbols": ["C", "N", "H", "H", "H", "H", "H", "H", "N", "C", "O", "H", "H", "H", "H", "H"],
  "xyz": [[-0.080, 0.189, 2.231], [1.018, -0.073, 1.212], [-0.164, -0.648, 2.890], [-1.002, 0.325, 1.670], [0.186, 1.103, 2.750], [1.905, 0.251, 1.585], [1.077, -1.083, 1.108], [0.756, 0.354, 0.255], [-0.057, 0.887, -1.130], [-0.151, -0.359, -1.900], [-1.432, -0.864, -1.499], [-1.004, 1.213, -0.969], [0.453, 1.565, -1.678], [0.532, -1.123, -1.527], [-0.180, -0.194, -2.970], [-1.857, -1.542, -2.028]]
}



{
  "formula": "C2H11N2O2",
  "method": "ωB97M-V with the def2-TZVPD basis set",
  "orbital_gap_ev": 3.893,
  "total_charge": 1,
  "total_energy_ha": -342.28767,
  "max_force_ev_per_a": 1.64,
  "e_lumo_ev": -9.50,
  "multiplicity": 1,
  "symbols": ["C", "C", "N", "N", "H", "H", "H", "H", "H", "H", "H", "H", "H", "O", "H", "H", "O"],
  "xyz": [[-0.440, -1.121, 1.411], [0.617, -1.221, 0.529], [1.790, -1.719, 0.906], [-1.186, 2.342, 0.515], [-0.435, -1.510, 2.421], [0.490, -0.855, -0.487], [1.905, -2.290, 1.736], [2.472, -1.922, 0.184], [-1.298, 1.630, -0.203], [-1.061, 1.925, 1.423], [-2.014, 2.913, 0.562], [0.252, 0.914, -1.871], [1.557, 0.953, -2.789], [1.220, 1.056, -1.898], [-1.390, -0.840, 0.972], [-1.523, -0.300, -2.060], [-0.956, 0.046, -1.351]]
}